Record 1
{"formula": "C35H37BeIP2", "method": "ωB97M-V/def2-TZVPD", "elements": ["Be", "C", "C", "C", "C", "C", "C", "C", "C", "C", "H", "H", "H", "H", "H", "H", "H", "H", "H", "H", "H", "H", "H", "H", "H", "P", "P", "C", "C", "C", "C", "C", "C", "C", "C", "C", "C", "C", "C", "C", "C", "C", "C", "C", "C", "C", "C", "C", "C", "C", "C", "C", "C", "H", "H", "H", "H", "H", "H", "H", "H", "H", "H", "H", "H", "H", "H", "H", "H", "H", "H", "H", "H", "H", "H", "I"], "xyz": [[-6.757, 1.023, 1.941], [0.701, -2.201, -1.943], [-0.488, -2.786, -2.094], [-1.083, -3.866, -1.218], [-2.115, -3.356, -0.159], [-1.596, -2.345, 0.843], [-0.304, -1.929, 0.929], [0.967, -2.675, 0.590], [1.618, -2.299, -0.753], [-5.130, 1.516, 2.801], [1.092, -1.594, -2.774], [-1.120, -2.567, -2.981], [-0.293, -4.469, -0.751], [-1.639, -4.563, -1.878], [-2.989, -2.904, -0.681], [-2.479, -4.257, 0.378], [-2.368, -1.947, 1.523], [-0.086, -0.965, 1.398], [0.815, -3.768, 0.628], [1.735, -2.415, 1.364], [2.137, -1.339, -0.657], [2.384, -3.050, -0.987], [-4.714, 2.514, 2.591], [-4.327, 0.759, 2.740], [-5.468, 1.506, 3.848], [-8.622, -0.521, -0.614], [-8.348, -0.515, 2.550], [-8.705, -2.089, 0.261], [-8.652, -2.060, 1.612], [-10.096, -0.719, -1.755], [-10.672, -1.954, -2.081], [-11.721, -2.023, -3.012], [-12.220, -0.840, -3.572], [-11.695, 0.409, -3.201], [-10.644, 0.466, -2.282], [-7.246, -1.087, -1.719], [-6.005, -1.277, -1.085], [-4.832, -1.319, -1.850], [-4.920, -1.532, -3.233], [-6.191, -1.581, -3.847], [-7.343, -1.305, -3.086], [-9.979, -0.659, 3.518], [-11.213, -0.622, 2.823], [-12.425, -0.846, 3.507], [-12.435, -1.134, 4.876], [-11.219, -1.194, 5.566], [-10.010, -0.962, 4.886], [-7.260, -1.217, 3.844], [-6.775, -0.269, 4.753], [-5.724, -0.579, 5.610], [-5.277, -1.905, 5.703], [-5.866, -2.893, 4.903], [-6.832, -2.548, 3.942], [-8.807, -3.010, -0.325], [-8.951, -2.922, 2.229], [-10.313, -2.886, -1.631], [-12.129, -2.999, -3.293], [-13.030, -0.896, -4.299], [-12.094, 1.321, -3.631], [-10.233, 1.430, -1.982], [-5.936, -1.322, -0.004], [-3.869, -1.157, -1.374], [-4.016, -1.684, -3.820], [-6.266, -1.800, -4.901], [-8.311, -1.276, -3.589], [-11.234, -0.457, 1.747], [-13.366, -0.803, 2.964], [-13.370, -1.296, 5.402], [-11.204, -1.425, 6.619], [-9.088, -1.069, 5.449], [-7.184, 0.746, 4.732], [-5.258, 0.214, 6.195], [-4.473, -2.156, 6.397], [-5.559, -3.934, 5.009], [-7.243, -3.315, 3.295], [-5.588, 1.527, 0.084]], "lowdin_charge": [-0.067, -0.122, -0.117, -0.196, -0.188, -0.102, -0.106, -0.209, -0.204, -0.429, 0.102, 0.104, 0.096, 0.110, 0.083, 0.111, 0.100, 0.099, 0.099, 0.118, 0.107, 0.112, -0.042, -0.017, -0.072, 0.981, 1.035, -0.331, -0.312, -0.379, -0.101, -0.080, -0.088, -0.082, -0.106, -0.410, -0.267, -0.137, -0.076, -0.077, -0.086, -0.308, -0.084, -0.077, -0.082, -0.069, -0.080, -0.411, -0.178, -0.069, -0.069, -0.070, -0.071, 0.082, 0.090, 0.091, 0.105, 0.101, 0.101, 0.101, 0.052, 0.089, 0.097, 0.092, 0.099, 0.099, 0.103, 0.103, 0.101, 0.094, 0.104, 0.115, 0.106, 0.104, 0.089, 0.594], "mol_weight_g_mol": 655.55, "e_above_lowest_kcal_mol": 18.30, "e_tot_ev": -63971.25653, "spin_multiplicity": 1, "e_homo_ev": -6.60, "lumo_ha": -0.003}

***

Record 2
{"formula": "C35H37BrLuN4OPS2Si", "method": "ωB97M-V/def2-TZVPD", "elements": ["Lu", "C", "C", "C", "C", "C", "C", "N", "N", "Si", "C", "C", "C", "H", "H", "H", "H", "H", "H", "H", "H", "H", "H", "H", "H", "H", "H", "H", "Br", "C", "C", "C", "C", "C", "C", "N", "C", "C", "C", "C", "C", "C", "N", "H", "H", "H", "H", "H", "H", "H", "H", "H", "S", "P", "S", "C", "C", "C", "C", "C", "C", "C", "C", "C", "C", "C", "C", "H", "H", "H", "H", "H", "H", "H", "H", "H", "H", "C", "C", "O", "H", "H", "H"], "xyz": [[13.088, 12.089, 9.383], [16.898, 10.877, 10.955], [16.651, 12.015, 10.011], [17.694, 12.984, 9.954], [17.441, 14.081, 9.065], [16.352, 14.112, 8.256], [15.327, 13.123, 8.424], [15.441, 12.223, 9.489], [14.220, 13.060, 7.717], [14.094, 13.943, 6.141], [14.167, 15.813, 6.492], [12.385, 13.666, 5.444], [15.251, 13.347, 4.804], [16.208, 10.039, 10.825], [16.691, 11.250, 11.986], [17.930, 10.531, 10.909], [18.635, 12.798, 10.564], [18.182, 14.923, 9.099], [16.311, 14.666, 7.352], [15.170, 16.257, 6.441], [13.908, 15.972, 7.574], [13.370, 16.354, 5.962], [11.580, 13.972, 6.087], [12.272, 12.618, 5.132], [12.414, 14.215, 4.504], [16.322, 13.750, 4.828], [14.823, 13.609, 3.807], [15.386, 12.206, 4.788], [13.347, 14.485, 16.594], [13.323, 13.521, 14.983], [13.011, 12.120, 15.010], [13.122, 11.387, 13.840], [13.496, 12.034, 12.654], [13.922, 13.378, 12.639], [13.701, 14.151, 13.761], [13.166, 11.410, 11.441], [12.423, 10.287, 11.343], [12.810, 9.028, 10.966], [13.388, 8.161, 12.014], [13.696, 6.820, 11.878], [13.202, 6.238, 10.676], [12.573, 6.921, 9.719], [12.534, 8.303, 9.742], [12.547, 11.794, 15.948], [12.812, 10.388, 13.797], [14.202, 13.756, 11.676], [13.782, 15.280, 13.738], [11.399, 10.490, 11.389], [13.587, 8.669, 12.941], [14.324, 6.278, 12.605], [13.416, 5.145, 10.518], [12.182, 6.338, 8.859], [12.337, 14.735, 9.918], [10.459, 14.253, 9.492], [10.480, 12.700, 8.115], [9.307, 15.559, 9.112], [9.498, 16.733, 9.841], [8.605, 17.775, 9.691], [7.446, 17.648, 8.928], [7.178, 16.434, 8.339], [8.116, 15.418, 8.347], [9.616, 13.321, 10.837], [8.303, 12.899, 10.493], [7.414, 12.293, 11.370], [7.839, 12.206, 12.657], [9.154, 12.500, 13.071], [10.080, 13.011, 12.119], [10.466, 16.928, 10.255], [8.792, 18.678, 10.262], [6.731, 18.471, 8.814], [6.324, 16.288, 7.785], [7.956, 14.480, 7.796], [7.915, 13.231, 9.506], [6.428, 11.951, 11.053], [7.171, 11.813, 13.438], [9.536, 12.371, 14.045], [11.049, 13.308, 12.449], [11.349, 8.425, 7.602], [12.283, 9.077, 8.573], [12.722, 10.260, 8.408], [11.494, 9.049, 6.691], [10.253, 8.542, 7.931], [11.647, 7.392, 7.436]], "lowdin_charge": [1.409, -0.048, -0.348, -0.048, -0.081, -0.057, -0.502, 0.008, -0.193, 0.423, -0.181, -0.219, -0.196, 0.065, 0.094, 0.075, 0.122, 0.119, 0.060, 0.018, 0.015, 0.029, -0.051, 0.034, 0.026, 0.045, 0.031, 0.053, 0.709, -0.719, -0.117, -0.045, -0.290, -0.089, -0.125, -0.149, -0.237, -0.128, 0.007, -0.067, -0.094, -0.083, 0.059, 0.097, 0.070, 0.043, 0.123, 0.105, 0.094, 0.114, 0.128, 0.125, 0.272, 0.146, 0.218, -0.364, -0.100, -0.076, -0.068, -0.081, -0.077, -0.381, -0.125, -0.090, -0.107, -0.048, -0.075, 0.077, 0.106, 0.113, 0.081, 0.099, 0.075, 0.111, 0.107, 0.085, 0.076, 0.015, -0.347, -0.179, 0.104, 0.139, 0.062], "mol_weight_g_mol": 907.77, "e_above_lowest_kcal_mol": 120.01, "e_tot_ev": -187405.25721, "spin_multiplicity": 1, "e_homo_ev": [-7.10, -7.07], "lumo_ha": [-0.024, -0.037]}

***

Record 3
{"formula": "C35H37ClF6GeN3O2PRuS", "method": "ωB97M-V/def2-TZVPD", "elements": ["Ru", "S", "C", "C", "C", "C", "C", "C", "C", "C", "C", "N", "H", "H", "H", "H", "H", "H", "C", "C", "C", "C", "C", "C", "Ge", "C", "C", "C", "C", "C", "C", "C", "C", "C", "C", "C", "C", "H", "H", "H", "H", "H", "H", "H", "H", "H", "H", "H", "H", "H", "H", "H", "F", "P", "F", "F", "F", "F", "F", "Cl", "C", "C", "O", "O", "H", "H", "C", "C", "N", "C", "C", "C", "C", "N", "H", "H", "H", "H", "H", "H", "H", "H", "H", "H", "H", "H", "H", "H"], "xyz": [[-0.353, 0.285, -0.120], [-1.586, -3.975, 0.715], [-1.524, -3.158, 2.223], [-1.085, -1.875, 2.103], [-0.773, -1.540, 0.749], [-0.999, -2.592, -0.108], [-0.765, -2.520, -1.550], [-0.834, -3.607, -2.411], [-0.602, -3.402, -3.760], [-0.314, -2.125, -4.214], [-0.255, -1.096, -3.290], [-0.470, -1.290, -1.992], [-1.837, -3.668, 3.121], [-0.997, -1.193, 2.935], [-1.060, -4.592, -2.025], [-0.648, -4.233, -4.452], [-0.137, -1.923, -5.261], [-0.041, -0.079, -3.599], [3.276, -4.897, -0.981], [2.231, -4.659, -0.101], [2.070, -3.400, 0.457], [2.945, -2.364, 0.125], [3.997, -2.618, -0.760], [4.163, -3.880, -1.305], [2.689, -0.645, 0.924], [1.982, -0.744, 2.707], [1.365, 0.329, 3.353], [1.023, 0.230, 4.692], [1.287, -0.938, 5.392], [1.893, -2.012, 4.756], [2.238, -1.922, 3.417], [3.817, 0.889, 0.671], [3.887, 1.816, 1.716], [4.754, 2.897, 1.646], [5.580, 3.051, 0.545], [5.542, 2.123, -0.489], [4.666, 1.054, -0.433], [3.405, -5.882, -1.412], [1.545, -5.455, 0.159], [1.259, -3.226, 1.155], [4.692, -1.835, -1.025], [4.985, -4.072, -1.982], [1.123, 1.241, 2.821], [0.534, 1.063, 5.178], [1.015, -1.012, 6.437], [2.104, -2.922, 5.303], [2.729, -2.760, 2.940], [3.277, 1.696, 2.600], [4.787, 3.612, 2.457], [6.261, 3.890, 0.493], [6.201, 2.233, -1.340], [4.634, 0.355, -1.256], [-0.822, 1.714, 1.564], [-2.035, 2.290, 2.714], [-0.876, 3.211, 3.307], [-2.393, 3.411, 1.620], [-1.578, 1.092, 3.674], [-3.122, 2.810, 3.727], [-3.061, 1.276, 1.994], [1.162, 2.417, -4.104], [2.421, 1.819, -2.998], [1.834, 0.971, -1.895], [0.831, 1.482, -1.261], [2.309, -0.123, -1.609], [2.910, 2.684, -2.551], [3.134, 1.236, -3.570], [-5.356, -0.006, -1.572], [-5.076, 0.956, -0.423], [-4.206, 2.078, -0.798], [-4.850, 3.386, -0.978], [-5.516, 3.540, -2.336], [-2.904, 1.902, -0.958], [-2.037, 3.038, -1.408], [-2.326, 0.730, -0.763], [-5.988, -0.820, -1.219], [-4.441, -0.441, -1.977], [-5.872, 0.495, -2.390], [-4.634, 0.445, 0.434], [-6.008, 1.392, -0.069], [-4.115, 4.166, -0.812], [-5.585, 3.484, -0.179], [-4.799, 3.406, -3.147], [-5.948, 4.536, -2.423], [-6.321, 2.816, -2.469], [-2.027, 3.834, -0.666], [-2.409, 3.442, -2.351], [-1.019, 2.692, -1.567], [-2.951, -0.013, -0.465]], "lowdin_charge": [1.612, 1.072, -0.369, -0.192, -0.344, -0.551, -0.293, -0.009, -0.032, -0.031, -0.106, 0.042, 0.078, 0.092, 0.108, 0.119, 0.115, 0.084, -0.060, -0.064, -0.122, -0.290, -0.088, -0.062, 1.235, -0.315, -0.142, -0.062, -0.049, -0.060, -0.103, -0.273, -0.082, -0.055, -0.056, -0.064, -0.111, 0.112, 0.108, 0.075, 0.093, 0.111, 0.084, 0.115, 0.114, 0.112, 0.097, 0.086, 0.115, 0.114, 0.113, 0.089, -0.328, 0.195, -0.120, -0.132, -0.137, -0.091, -0.147, 0.626, -0.466, -0.723, -0.222, -0.041, 0.092, 0.089, -0.057, -0.184, -0.049, -0.184, -0.057, -0.400, 0.008, 0.006, 0.085, 0.066, 0.071, 0.108, 0.128, 0.111, 0.129, 0.077, 0.084, 0.070, 0.088, 0.097, 0.044, 0.052], "mol_weight_g_mol": 917.86, "e_above_lowest_kcal_mol": 28.67, "total_charge": 1, "e_tot_ev": -153509.22860, "spin_multiplicity": 6, "e_homo_ev": [-10.89, -11.24], "lumo_ha": [-0.138, -0.177]}